# 1
Density functional theory data (ωB97M-V/def2-TZVPD) for a molecular structure, C18H23CaN5O3S2 in a non-equilibrium geometry.

XYZ file:
```
52
Properties=species:S:1:pos:R:3:lowdin_charge:R:1
C -0.5414 -1.8274 -3.4727 -0.02
C -1.2495 -0.8034 -4.0700 -0.20
H -1.0701 -2.6707 -3.0051 0.10
H 0.5473 -1.9320 -3.5635 0.10
C -1.6584 0.5969 -3.7879 -0.23
C -1.6597 1.5869 -2.7049 0.16
H -1.8040 1.0632 -1.6437 0.10
H -0.6226 2.1583 -2.6402 0.13
C -1.7276 -1.3147 -5.4277 -0.02
H -1.3317 -2.3430 -5.4830 0.10
H -1.2800 -0.7045 -6.2189 0.11
H -2.8226 -1.3560 -5.4312 0.11
C -2.3593 1.3333 -4.9132 -0.06
H -3.3014 0.7912 -5.0829 0.12
H -1.6749 1.3857 -5.7732 0.10
H -2.5532 2.3447 -4.5034 0.09
Ca -0.1426 1.0666 3.0232 1.57
O -0.1723 0.7990 0.8819 -0.22
C 0.7593 0.7013 0.0419 -0.45
O 1.8550 2.0028 2.2476 -0.09
C 2.1621 2.3691 1.0990 -0.44
O 3.0816 3.2809 0.8145 0.10
N 1.5580 1.8958 -0.0685 0.05
C 3.2026 3.4093 -0.6699 -0.04
C 2.2214 2.4358 -1.2768 -0.10
H 4.2422 3.1544 -0.9350 0.15
H 2.9637 4.4457 -0.9414 0.14
H 2.7203 1.6793 -1.8886 0.12
H 1.4589 2.9398 -1.8886 0.12
C 1.1148 -0.4010 -0.8971 -0.15
C 0.0449 -1.3133 -0.8455 -0.04
H 1.1730 0.1744 -2.0523 0.16
H -1.1833 -1.2783 -0.8346 0.13
H 0.5012 -2.3304 -0.9891 0.07
N -3.4328 -0.6101 2.2459 0.10
C -2.6755 -1.3027 3.1218 -0.67
N -1.4552 -0.9395 3.4823 -0.06
C -0.8761 -1.8826 4.3463 -0.33
C -1.7170 -2.9351 4.6701 -0.32
S -3.2555 -2.7781 3.8907 1.09
C 0.4974 -1.6607 4.7157 -0.34
C 1.3409 -2.4442 5.4873 -0.33
S 2.9367 -1.7847 5.5416 1.09
C 2.4078 -0.4595 4.4931 -0.66
N 1.1168 -0.5290 4.1806 -0.09
N 3.2477 0.4755 4.0755 0.12
H -4.3296 -1.0257 1.9978 0.11
H -2.9853 0.0248 1.5939 0.10
H -1.4425 -3.7510 5.3318 0.09
H 1.0294 -3.3538 5.9927 0.09
H 4.2024 0.4208 4.3661 0.11
H 2.9384 1.1960 3.3678 0.09
```

## Properties
Charge: +2
Orbital gap (spin up / spin down) in eV: 3.531 / 3.537
HOMO level (spin up / spin down) in Ha: -0.446 / -0.446
LUMO (spin up / spin down) in eV: -8.6 / -8.6

***

# 2
Density functional theory data (ωB97M-V/def2-TZVPD) for 2 unconnected molecules or ions with the total composition C4H9NO in a non-equilibrium geometry.

XYZ file:
```
15
Properties=species:S:1:pos:R:3:lowdin_charge:R:1
C 0.4522 1.6386 0.8692 0.20
C 0.0917 1.0488 -0.3384 -0.45
N -0.1760 -0.3770 -0.4230 -0.10
C 0.1061 -0.9963 -1.7158 0.02
C -0.3095 -0.9453 0.8597 0.01
O 0.0964 1.6597 -1.4218 0.15
H -1.2161 0.4792 2.0623 0.34
H 0.9665 1.1615 1.6915 0.09
H 0.6244 2.7095 0.8086 0.11
H -0.2928 -1.9977 -1.8313 0.11
H 1.1802 -1.0540 -1.8794 0.12
H -0.3153 -0.3223 -2.4522 0.10
H -1.0586 -1.7257 0.9045 0.13
H 0.6022 -1.2354 1.3784 0.15
H -0.7514 -0.0436 1.4876 0.02
```

## Properties
Charge: +1
Orbital gap (spin up / spin down) in eV: 7.011 / 7.029
⟨S²⟩: 0.816
HOMO level (spin up / spin down) in Ha: -0.544 / -0.546
LUMO (spin up / spin down) in eV: -7.8 / -7.8
2S+1: 2

***

# 3
Density functional theory data (ωB97M-V/def2-TZVPD) for a molecular structure, C35H33AuIN3OSb in a non-equilibrium geometry.

XYZ file:
```
75
Properties=species:S:1:pos:R:3:lowdin_charge:R:1
Au 1.1372 -0.3734 -1.9898 0.87
C 4.6601 -2.3076 -0.5648 0.01
C 3.3210 -1.9007 -1.0605 -0.23
N 2.8568 -0.7044 -0.9853 -0.09
N 3.5536 0.3396 -0.4406 0.12
C 2.8470 1.4341 -0.6378 -0.42
O 1.6344 1.4321 -1.0950 -0.24
C 3.4160 2.7358 -0.2354 -0.16
C 4.7260 2.8356 0.2248 -0.02
C 5.2363 4.0742 0.5724 -0.06
C 4.4430 5.2088 0.4622 -0.06
C 3.1352 5.1121 0.0044 -0.06
C 2.6207 3.8763 -0.3488 -0.02
C 2.3984 -2.8763 -1.6844 -0.19
C 2.6483 -4.2287 -1.7135 0.03
C 1.6943 -5.0854 -2.2577 0.00
C 0.5186 -4.5665 -2.7518 -0.01
C 0.3180 -3.1935 -2.7134 -0.12
N 1.2377 -2.3858 -2.1972 -0.05
H 5.2202 -1.4355 -0.2442 0.08
H 5.2126 -2.8322 -1.3450 0.10
H 4.5546 -2.9859 0.2852 0.11
H 5.3337 1.9454 0.3083 0.11
H 6.2543 4.1575 0.9273 0.11
H 4.8495 6.1754 0.7290 0.11
H 2.5214 5.9980 -0.0812 0.11
H 1.6099 3.7793 -0.7187 0.11
H 3.5705 -4.6125 -1.3035 0.12
H 1.8794 -6.1506 -2.2808 0.13
H -0.2467 -5.1971 -3.1790 0.13
H -0.5728 -2.7269 -3.1042 0.04
C 0.4033 2.3261 2.0706 -0.07
C -0.7714 1.6224 2.6938 -0.31
C -1.0508 1.8293 4.0430 -0.05
C -2.1036 1.1849 4.6728 -0.07
C -2.9051 0.3102 3.9564 -0.08
C -2.6445 0.0980 2.6109 -0.12
C -1.5856 0.7450 1.9716 -0.34
Sb -1.3484 0.3802 -0.1079 1.43
C -1.4680 -1.7487 -0.0536 -0.36
C -2.3276 -2.4562 -0.8988 -0.17
C -2.4054 -3.8416 -0.8626 -0.09
C -1.5998 -4.5461 0.0195 -0.09
C -0.7120 -3.8611 0.8335 -0.05
C -0.6277 -2.4686 0.8143 -0.31
C 0.3752 -1.7987 1.7187 -0.06
C -3.2748 0.9669 -0.7322 -0.35
C -4.3882 0.1321 -0.6754 -0.13
C -5.6312 0.5683 -1.1121 -0.08
C -5.7668 1.8519 -1.6121 -0.07
C -4.6687 2.6977 -1.6495 -0.04
C -3.4170 2.2791 -1.2111 -0.32
C -2.2611 3.2445 -1.2534 -0.09
H 0.8838 2.9904 2.7871 0.08
H 0.1083 2.9247 1.2061 0.06
H 1.1564 1.6175 1.7156 0.06
H -0.4261 2.5093 4.6100 0.11
H -2.2967 1.3677 5.7216 0.11
H -3.7291 -0.1991 4.4390 0.11
H -3.2790 -0.5870 2.0593 0.09
H -2.9372 -1.9178 -1.6140 0.08
H -3.0953 -4.3634 -1.5141 0.11
H -1.6585 -5.6260 0.0718 0.11
H -0.0717 -4.4176 1.5092 0.11
H 1.1780 -2.4915 1.9778 0.08
H -0.0827 -1.4571 2.6482 0.09
H 0.8355 -0.9208 1.2544 0.04
H -4.3038 -0.8660 -0.2657 0.08
H -6.4885 -0.0896 -1.0566 0.11
H -6.7279 2.2024 -1.9638 0.11
H -4.7853 3.7092 -2.0192 0.11
H -2.5976 4.2340 -1.5595 0.08
H -1.4863 2.9224 -1.9542 0.05
H -1.7918 3.3545 -0.2716 0.06
I -0.8148 0.0473 -3.5986 0.39
```

## Properties
Charge: +1
Orbital gap in eV: 5.205
HOMO level in Ha: -0.375
LUMO in eV: -5.0

***

# 4
Density functional theory data (ωB97M-V/def2-TZVPD) for 2 unconnected molecules or ions with the total composition C4H8O4 in a non-equilibrium geometry.

XYZ file:
```
16
Properties=species:S:1:pos:R:3:lowdin_charge:R:1
O -1.1260 -1.4461 0.4648 0.09
C 0.0787 -1.4865 0.5054 -0.50
O 0.7422 -2.5555 0.9744 0.15
C 0.9911 -0.4323 -0.0493 -0.09
C 0.9700 0.9524 0.6655 -0.11
C 0.2575 2.0163 -0.1427 -0.25
O 0.3928 3.1829 0.1255 0.05
H 0.1136 -3.1458 1.3050 0.09
H 2.0004 -0.7807 -0.0115 0.11
H 0.7336 -0.3273 -1.1044 0.13
H 2.0160 1.2467 0.6632 0.12
H 0.6131 0.9576 1.6880 0.13
H -0.4378 1.7282 -0.9478 0.11
H -2.1818 -0.1528 -0.6720 0.00
H -2.8837 -0.1386 -1.9975 0.04
O -2.2796 0.3815 -1.4667 -0.06
```

## Properties
Charge: 0
Orbital gap in eV: 10.268
HOMO level in Ha: -0.359
LUMO in eV: 0.5

***

# 5
Density functional theory data (ωB97M-V/def2-TZVPD) for a molecular structure, C33H33N7O6Rh in a non-equilibrium geometry.

XYZ file:
```
80
Properties=species:S:1:pos:R:3:lowdin_charge:R:1
Rh 0.1694 1.4505 1.2845 1.22
N -0.4915 1.3331 3.2875 0.04
C 0.5431 0.7003 4.0838 -0.24
C 0.6633 0.8118 5.4360 0.00
C 1.7184 0.1465 6.0998 -0.04
C 2.6146 -0.6125 5.4035 0.01
C 2.5260 -0.7159 3.9942 -0.13
C 3.4478 -1.4303 3.1901 0.04
C 3.3101 -1.4235 1.8333 0.01
C 2.2755 -0.6718 1.2468 -0.05
N 1.3994 -0.0086 1.9708 0.01
C 1.4927 -0.0329 3.3394 -0.15
H -0.8303 2.2078 3.6785 0.13
H -1.2852 0.7008 3.2169 0.09
H -0.0455 1.4019 6.0042 0.13
H 1.8046 0.2401 7.1731 0.12
H 3.4153 -1.1284 5.9169 0.13
H 4.2614 -1.9654 3.6633 0.13
H 3.9970 -1.9503 1.1878 0.13
H 2.1736 -0.6242 0.1707 0.11
O 5.0334 6.2710 0.7278 0.00
C 5.0034 5.4830 1.6814 -0.70
O 5.6501 5.3935 2.7356 -0.01
C 3.7976 4.5282 1.6376 -0.06
C 3.1675 4.1309 2.8115 0.03
C 2.0819 3.2866 2.7592 -0.08
N 1.6246 2.7962 1.6002 -0.03
C 2.2451 3.1515 0.4509 -0.17
C 3.3020 4.0278 0.4337 0.09
C 1.7252 2.4899 -0.7935 -0.57
O 2.0742 2.7991 -1.9009 0.13
O 0.8366 1.5289 -0.5620 -0.19
H 3.5613 4.4834 3.7557 0.13
H 1.5625 2.9884 3.6588 0.10
H 3.7473 4.3261 -0.5062 0.14
C -2.4605 -6.6277 -6.6031 -0.04
C -1.6056 -5.9163 -5.5920 -0.27
C -0.6896 -6.6077 -4.8059 -0.03
C 0.1047 -5.9509 -3.8790 -0.01
C 0.0063 -4.5741 -3.7339 -0.26
N 0.8555 -3.9134 -2.8003 0.14
C 0.5102 -3.0439 -1.8169 -0.50
O 1.3329 -2.5166 -1.0868 0.06
N -0.8583 -2.8177 -1.6820 0.15
C -1.4010 -1.9710 -0.7267 -0.18
C -2.6527 -2.2234 -0.1787 0.03
C -3.1605 -1.3540 0.7704 -0.03
C -2.4020 -0.2723 1.1674 -0.13
N -1.2012 -0.0165 0.6342 -0.03
C -0.7204 -0.8264 -0.3116 -0.03
C -0.8823 -3.8609 -4.5320 -0.03
C -1.6873 -4.5348 -5.4366 -0.03
H -2.4451 -7.7049 -6.4463 0.08
H -2.1029 -6.4330 -7.6157 0.09
H -3.4955 -6.2898 -6.5515 0.08
H -0.5991 -7.6815 -4.9127 0.12
H 0.8029 -6.5073 -3.2660 0.12
H 1.8274 -4.1793 -2.7686 0.16
H -1.4771 -3.4817 -2.1236 0.14
H -3.2172 -3.0961 -0.4835 0.13
H -4.1317 -1.5227 1.2132 0.12
H -2.7837 0.4331 1.8936 0.10
H 0.2190 -0.5496 -0.7564 0.09
H -0.9216 -2.7810 -4.4677 0.12
H -2.3734 -3.9689 -6.0556 0.12
C -4.0116 3.1175 0.7953 -0.02
N -3.0877 3.4437 -0.2824 -0.12
C -3.7014 4.0225 -1.4781 -0.02
C -1.7706 3.3879 -0.1143 -0.41
C -0.8695 3.9461 -1.1700 0.04
O -1.2925 2.9135 0.9563 -0.12
H -4.5322 4.0205 1.1176 0.11
H -3.4628 2.7109 1.6352 0.07
H -4.7476 2.3948 0.4437 0.10
H -4.7175 3.6427 -1.5510 0.10
H -3.1628 3.7257 -2.3726 0.10
H -3.7407 5.1110 -1.4172 0.11
H -1.3205 4.7773 -1.7033 0.09
H -0.5878 3.1701 -1.8849 0.11
H 0.0426 4.2926 -0.6911 0.10
```

## Properties
Charge: +1
Orbital gap in eV: 5.716
HOMO level in Ha: -0.345
LUMO in eV: -3.7

***

# 6
Density functional theory data (ωB97M-V/def2-TZVPD) for 2 unconnected molecules or ions with the total composition C14H22BFN3O8PS in a non-equilibrium geometry.

XYZ file:
```
51
Properties=species:S:1:pos:R:3:lowdin_charge:R:1
C 1.0288 -4.8659 -1.2013 0.02
C 0.2911 -4.0814 -2.0030 -0.14
C 0.8426 -2.7081 -2.3894 -0.10
N -0.1587 -1.7084 -2.7061 0.00
F -0.3550 -1.5052 -4.0318 0.09
C -0.8666 -0.9814 -1.8708 -0.38
N -1.6966 -0.0277 -2.3831 0.08
C -2.8710 -0.4793 -3.1744 -0.04
N -0.6745 -1.2207 -0.5302 -0.20
C -0.3997 0.0346 0.2660 -0.25
C 0.4552 1.0704 -0.4504 -0.24
C 1.8134 0.5383 -0.9573 -0.54
S 2.7952 -0.3732 0.2587 0.75
P -2.0390 -2.0794 0.2517 0.98
C -3.0024 -3.0554 -0.9886 -0.27
C -1.3164 -3.3940 1.3396 -0.26
H 2.1140 -4.8751 -1.3058 0.08
H 0.6072 -5.4753 -0.4087 0.06
H -0.6438 -4.4428 -2.4215 0.10
H 1.4621 -2.3522 -1.5732 0.09
H 1.4917 -2.8022 -3.2673 0.15
H -1.9288 0.6601 -1.6792 0.13
H -2.8070 -1.5291 -3.4371 0.08
H -2.9258 0.1168 -4.0872 0.09
H -3.7808 -0.2511 -2.6188 0.10
H -1.3490 0.4229 0.6436 0.09
H 0.1659 -0.2838 1.1436 0.10
H -0.0409 1.5843 -1.2790 0.11
H 0.6610 1.8417 0.2935 0.10
H 1.6742 -0.0131 -1.8927 0.05
H 2.4203 1.4032 -1.2292 0.08
H 2.0870 -1.5060 0.4514 -0.16
H -3.3463 -3.9580 -0.4817 0.05
H -3.8561 -2.4553 -1.2987 0.02
H -2.4583 -3.3568 -1.8868 0.01
H -1.1363 -4.2800 0.7220 0.01
H -2.0849 -3.6798 2.0580 0.04
H -0.3981 -3.0631 1.8193 0.04
B 1.5573 4.8631 3.2619 -0.87
O 3.0172 4.6987 3.3466 0.23
C 3.5922 5.8794 3.1230 -0.39
O 4.7692 6.0901 3.1194 0.15
C 2.4907 6.9043 2.8698 -0.39
O 2.6469 8.0655 2.6317 0.16
O 1.3162 6.2813 2.9554 0.23
O 0.9828 3.9828 2.2088 0.23
C 0.1062 3.1762 2.7689 -0.38
O -0.5299 2.3381 2.1811 0.11
C 0.0420 3.4771 4.2617 -0.40
O -0.6565 2.9165 5.0571 0.15
O 0.8921 4.4585 4.5205 0.24
```

## Properties
Charge: 0
Orbital gap in eV: 7.132
HOMO level in Ha: -0.322
LUMO in eV: -1.6